Here is an isolated molecule of C2H4N2OS from the Open Molecules 2025 dataset. Energies are from the ωB97M-V functional and the def2-TZVPD basis.

CARTESIAN COORDINATES (ANGSTROEM)
1 C 0.953 -0.726 0.085
2 C -0.373 -0.943 -0.448
3 N 1.323 0.291 0.651
4 N -0.856 1.133 -0.680
5 O -0.458 1.330 1.826
6 S 0.180 1.610 0.560
7 H 1.433 -1.597 0.604
8 H -0.664 -1.291 -1.360
9 H -1.089 -1.162 0.344
10 H -0.450 1.354 -1.583

Calculated values
**ΔE to the lowest compared entry with this formula, charge and spin**: 88.5 kcal per mole
**HOMO-LUMO gap (alpha / beta)**: 7.7 / 6.8 eV
**Max |F|**: 4.7 eV Å⁻¹
**Total charge**: 0
**Highest occupied orbital energy (alpha / beta)**: -7.2 / -10.1 eV
**Energy**: -17994.6455 eV
**2S+1**: 3

Here is C33H50Ge2N7S2Si2W as an isolated structure from the Open Molecules 2025 dataset. Energies are from the ωB97M-V functional and the def2-TZVPD basis.

CARTESIAN COORDINATES (ANGSTROEM)
1 W -0.269 0.290 -0.445
2 S -1.550 2.175 0.418
3 C -2.374 3.330 -0.652
4 S -3.893 2.690 -1.012
5 C -1.882 4.556 -0.916
6 C -2.701 5.520 -1.594
7 N -3.357 6.270 -2.168
8 C -0.545 4.915 -0.540
9 N 0.536 5.175 -0.247
10 N -3.843 -1.805 0.670
11 C -3.147 -0.677 0.785
12 N -2.019 -0.830 0.110
13 C -2.118 -2.081 -0.426
14 N -3.207 -2.713 -0.101
15 C -1.074 -2.500 -1.358
16 C -1.023 -3.734 -1.987
17 N -0.046 -4.041 -2.829
18 C 0.866 -3.100 -3.055
19 C 0.824 -1.861 -2.434
20 N -0.148 -1.567 -1.569
21 H -4.747 -2.019 1.063
22 H -3.448 0.192 1.343
23 H -1.788 -4.474 -1.783
24 H 1.664 -3.330 -3.749
25 H 1.580 -1.113 -2.613
26 C 4.492 -2.064 -0.271
27 C 3.566 -0.897 -0.614
28 Ge 1.909 -0.940 0.450
29 C 1.298 -2.853 0.661
30 C 2.062 -3.696 1.682
31 C 2.385 -0.693 2.309
32 C 1.407 -0.360 3.150
33 Ge 0.001 0.683 2.236
34 C -1.616 0.746 3.357
35 C -1.995 -0.626 3.922
36 C 0.943 2.426 2.486
37 C 2.222 2.671 1.692
38 C 1.526 -0.514 4.625
39 C 2.208 -1.617 5.143
40 C 2.355 -1.795 6.510
41 C 1.818 -0.870 7.394
42 C 1.134 0.231 6.897
43 C 0.986 0.402 5.530
44 H 5.445 -1.959 -0.793
45 H 4.060 -3.021 -0.564
46 H 4.709 -2.110 0.797
47 H 3.386 -0.876 -1.692
48 H 4.039 0.059 -0.369
49 H 1.317 -3.364 -0.305
50 H 0.252 -2.797 0.980
51 H 3.118 -3.792 1.434
52 H 1.645 -4.704 1.727
53 H 1.992 -3.267 2.680
54 H 3.370 -0.993 2.670
55 H -2.438 1.185 2.792
56 H -1.411 1.456 4.159
57 H -2.062 -1.396 3.146
58 H -2.956 -0.596 4.441
59 H -1.251 -0.978 4.635
60 H 1.172 2.414 3.553
61 H 0.223 3.229 2.314
62 H 2.796 1.752 1.542
63 H 2.878 3.360 2.227
64 H 2.017 3.132 0.729
65 H 2.625 -2.351 4.464
66 H 2.885 -2.660 6.885
67 H 1.931 -1.006 8.461
68 H 0.714 0.960 7.578
69 H 0.459 1.275 5.168
70 C 0.010 3.476 -3.717
71 Si 0.241 1.726 -3.164
72 C 1.045 0.783 -4.565
73 C 1.504 1.781 -1.709
74 C -1.222 0.866 -2.376
75 Si -2.447 0.094 -3.585
76 C -1.809 -1.297 -4.655
77 C -3.967 -0.538 -2.686
78 C -2.982 1.475 -4.718
79 H 0.923 3.791 -4.230
80 H -0.159 4.158 -2.895
81 H -0.821 3.572 -4.417
82 H 2.121 0.976 -4.588
83 H 0.636 1.141 -5.514
84 H 0.883 -0.293 -4.537
85 H 2.019 2.746 -1.712
86 H 2.275 1.013 -1.714
87 H 1.017 1.854 -0.706
88 H -1.860 1.706 -2.110
89 H -1.245 -2.060 -4.121
90 H -1.185 -0.925 -5.469
91 H -2.668 -1.798 -5.110
92 H -3.873 -1.578 -2.362
93 H -4.818 -0.498 -3.370
94 H -4.216 0.081 -1.825
95 H -2.160 1.859 -5.326
96 H -3.396 2.310 -4.146
97 H -3.757 1.125 -5.405

Calculated values
**ΔE to the lowest compared entry with this formula, charge and spin**: 54.9 kcal per mole
**HOMO-LUMO gap (alpha / beta)**: 5.3 / 5.0 eV
**Max |F|**: 2.6 eV Å⁻¹
**Total charge**: +1
**Highest occupied orbital energy (alpha / beta)**: -10.7 / -10.7 eV
**Energy**: -197737.7093 eV
**2S+1**: 3

Here is a 2-piece molecular cluster, C5H6N2O3 overall from the Open Molecules 2025 dataset. Energies are from the ωB97M-V functional and the def2-TZVPD basis.

CARTESIAN COORDINATES (ANGSTROEM)
1 O 0.453 -0.065 -1.963
2 C -0.277 0.346 -0.867
3 C -1.462 1.060 -1.000
4 C -2.161 1.441 0.138
5 C -1.618 1.018 1.346
6 C -0.550 0.194 1.355
7 N 0.140 -0.069 0.304
8 H 1.422 -0.278 -1.836
9 H -1.675 1.328 -2.022
10 H -3.070 1.912 -0.066
11 H -2.229 0.946 2.207
12 H -0.089 -0.049 2.353
13 O 3.930 -2.770 -0.654
14 N 2.858 -2.200 -0.573
15 O 2.658 -1.592 0.646
16 H 1.670 -1.221 0.633

Calculated values
**ΔE to the lowest compared entry with this formula, charge and spin**: 72.2 kcal per mole
**HOMO-LUMO gap**: 10.1 eV
**Max |F|**: 3.5 eV Å⁻¹
**SMILES string**: Oc1ccccn1.O=NO
**Total charge**: 0
**Highest occupied orbital energy**: -9.7 eV
**Energy**: -14401.7819 eV
**2S+1**: 1

Here is an isolated molecule of C2H7NO2S from the Open Molecules 2025 dataset. Energies are from the ωB97M-V functional and the def2-TZVPD basis.

CARTESIAN COORDINATES (ANGSTROEM)
1 C 0.782 -0.887 1.331
2 C -0.041 -0.051 0.357
3 O -1.132 -1.020 -0.396
4 S -0.495 -1.176 -1.841
5 N -0.513 0.051 -2.733
6 O 0.726 -1.932 -1.791
7 H 1.505 -1.532 0.818
8 H 1.437 -0.153 1.921
9 H 0.278 -1.432 2.148
10 H 0.552 0.337 -0.442
11 H -0.615 0.557 0.929
12 H -1.450 -1.918 -2.339
13 H 0.270 0.598 -2.583

Calculated values
**ΔE to the lowest compared entry with this formula, charge and spin**: 80.7 kcal per mole
**HOMO-LUMO gap**: 10.6 eV
**Max |F|**: 4.7 eV Å⁻¹
**SMILES string**: CCO[S@@H](=N)=O
**Total charge**: 0
**Highest occupied orbital energy**: -9.7 eV
**Energy**: -18604.8952 eV
**2S+1**: 1

Here is a 4-piece molecular cluster, C41H63F2N4O5 overall from the Open Molecules 2025 dataset. Energies are from the ωB97M-V functional and the def2-TZVPD basis.

CARTESIAN COORDINATES (ANGSTROEM)
1 C 1.929 0.355 1.653
2 C 1.740 0.600 0.362
3 C 1.389 0.981 -1.186
4 C -0.246 0.898 -1.251
5 C -1.200 2.153 -1.284
6 C -0.491 3.629 -1.276
7 C -0.237 4.034 -2.821
8 C 0.666 3.164 -3.637
9 C -2.790 1.978 -1.298
10 F -3.630 3.164 -1.339
11 C -3.425 0.521 -1.268
12 F -4.843 0.273 -1.237
13 C -2.418 -0.685 -1.249
14 C -0.846 -0.572 -1.236
15 C -0.088 -2.008 -1.169
16 O 1.142 -2.285 -1.040
17 N -1.275 -2.927 -1.249
18 C -2.628 -2.274 -1.223
19 O -3.715 -2.962 -1.182
20 H 1.630 0.123 2.753
21 H 1.774 0.176 -1.922
22 H 1.794 2.034 -1.389
23 H -1.166 4.432 -0.780
24 H 0.488 3.613 -0.644
25 H -0.743 4.992 -3.235
26 H 0.281 2.562 -4.536
27 H 1.785 3.036 -3.350
28 H -1.173 -3.702 -0.565
29 C -4.608 -2.834 2.277
30 C -3.377 -2.822 3.232
31 C -3.582 -3.831 4.392
32 C -4.573 -3.360 5.447
33 C -4.200 -1.975 5.958
34 C -4.035 -0.943 4.821
35 N -3.139 -1.427 3.721
36 O -1.846 -1.364 4.184
37 C -5.439 -0.597 4.263
38 C -3.546 0.402 5.429
39 C -2.218 -3.366 2.348
40 H -5.428 -3.444 2.666
41 H -4.994 -1.833 2.075
42 H -4.361 -3.227 1.286
43 H -2.619 -4.021 4.888
44 H -3.909 -4.798 3.994
45 H -5.589 -3.357 5.040
46 H -4.583 -4.068 6.282
47 H -4.961 -1.637 6.671
48 H -3.263 -2.053 6.531
49 H -5.367 0.073 3.400
50 H -6.044 -0.083 5.018
51 H -6.019 -1.474 3.971
52 H -2.604 0.301 5.977
53 H -4.276 0.797 6.142
54 H -3.409 1.157 4.648
55 H -2.009 -2.692 1.510
56 H -2.481 -4.344 1.929
57 H -1.289 -3.515 2.908
58 C 2.242 -5.036 3.962
59 C 2.617 -3.549 4.229
60 C 3.898 -3.460 5.101
61 C 3.667 -3.805 6.565
62 C 2.529 -2.973 7.143
63 C 1.230 -3.082 6.315
64 N 1.451 -2.843 4.852
65 O 1.640 -1.493 4.678
66 C 0.613 -4.485 6.548
67 C 0.169 -2.117 6.914
68 C 2.980 -2.999 2.820
69 H 2.864 -5.730 4.535
70 H 1.196 -5.253 4.185
71 H 2.351 -5.308 2.908
72 H 4.308 -2.442 5.049
73 H 4.674 -4.116 4.692
74 H 3.456 -4.873 6.677
75 H 4.584 -3.616 7.135
76 H 2.347 -3.282 8.179
77 H 2.852 -1.923 7.195
78 H -0.269 -4.638 5.918
79 H 0.289 -4.602 7.588
80 H 1.313 -5.303 6.366
81 H 0.507 -1.077 6.937
82 H -0.066 -2.387 7.949
83 H -0.766 -2.161 6.344
84 H 2.112 -3.021 2.153
85 H 3.765 -3.609 2.361
86 H 3.366 -1.976 2.849
87 C 1.652 3.583 -10.068
88 C 1.599 3.624 -8.512
89 C 0.584 4.695 -8.033
90 C 1.081 6.124 -8.187
91 C 2.442 6.298 -7.526
92 C 3.482 5.270 -8.023
93 N 2.977 3.859 -7.972
94 O 2.979 3.467 -6.655
95 C 3.894 5.646 -9.469
96 C 4.797 5.454 -7.213
97 C 1.020 2.233 -8.124
98 H 1.072 4.389 -10.524
99 H 2.671 3.634 -10.456
100 H 1.263 2.643 -10.471
101 H 0.347 4.527 -6.972
102 H -0.363 4.580 -8.572
103 H 1.132 6.398 -9.246
104 H 0.362 6.814 -7.731
105 H 2.801 7.318 -7.703
106 H 2.317 6.207 -6.437
107 H 4.572 4.899 -9.894
108 H 4.422 6.605 -9.489
109 H 3.046 5.765 -10.145
110 H 4.649 5.340 -6.135
111 H 5.211 6.455 -7.363
112 H 5.557 4.733 -7.533
113 H 1.695 1.426 -8.424
114 H 0.060 2.066 -8.626
115 H 0.824 2.138 -7.052

Calculated values
**ΔE to the lowest compared entry with this formula, charge and spin**: 240.5 kcal per mole
**HOMO-LUMO gap (alpha / beta)**: 7.3 / 7.2 eV
**Max |F|**: 7.3 eV Å⁻¹
**Total charge**: 0
**Highest occupied orbital energy (alpha / beta)**: -8.7 / -8.5 eV
**Energy**: -65152.4988 eV
**2S+1**: 4

Here is H8LiO4 as an isolated structure from the Open Molecules 2025 dataset. Energies are from the ωB97M-V functional and the def2-TZVPD basis.

CARTESIAN COORDINATES (ANGSTROEM)
1 Li 0.243 0.267 -0.182
2 O 1.806 -0.987 -0.301
3 H 1.890 -1.388 -1.051
4 H 2.369 -1.548 0.258
5 O -0.596 1.663 -1.422
6 H -0.993 2.266 -1.016
7 H -0.344 2.084 -2.209
8 O -1.229 -1.337 -0.208
9 H -1.085 -2.158 0.153
10 H -2.188 -1.482 -0.298
11 O -0.104 0.838 1.740
12 H 0.105 1.610 2.284
13 H 0.126 0.174 2.250

Calculated values
**ΔE to the lowest compared entry with this formula, charge and spin**: 41.5 kcal per mole
**HOMO-LUMO gap**: 12.9 eV
**Max |F|**: 11.4 eV Å⁻¹
**Total charge**: +1
**Highest occupied orbital energy**: -16.2 eV
**Energy**: -8520.0328 eV
**2S+1**: 1

Here is a 2-piece molecular cluster, ClH7N2Si2 overall from the Open Molecules 2025 dataset. Energies are from the ωB97M-V functional and the def2-TZVPD basis.

CARTESIAN COORDINATES (ANGSTROEM)
1 N -2.155 -1.602 1.073
2 N -1.886 -0.058 -1.140
3 Si 2.941 1.312 0.095
4 Si -2.145 0.041 0.639
5 Cl 1.441 0.155 -0.608
6 H -2.783 -1.665 1.847
7 H -1.969 -2.472 0.581
8 H -2.231 -0.759 -1.791
9 H -1.162 0.452 -1.687
10 H 2.303 2.429 0.749
11 H 3.944 1.676 -0.863
12 H 3.703 0.489 1.105

Calculated values
**ΔE to the lowest compared entry with this formula, charge and spin**: 40.7 kcal per mole
**HOMO-LUMO gap**: 9.3 eV
**Max |F|**: 2.2 eV Å⁻¹
**Total charge**: 0
**Highest occupied orbital energy**: -8.4 eV
**Energy**: -31372.5119 eV
**2S+1**: 1

Here is an isolated molecule of C7H17NO2 from the Open Molecules 2025 dataset. Energies are from the ωB97M-V functional and the def2-TZVPD basis.

CARTESIAN COORDINATES (ANGSTROEM)
1 C 3.208 0.501 0.350
2 C 2.044 0.412 -0.614
3 C 0.581 -0.402 0.216
4 C 0.694 -1.888 -0.021
5 O 0.617 -0.148 1.583
6 C -0.449 0.356 -0.502
7 N -0.536 1.727 -0.101
8 C -2.011 -0.444 0.111
9 C -3.156 0.061 -0.739
10 O -2.209 -0.003 1.440
11 H 4.065 1.012 -0.097
12 H 3.536 -0.490 0.667
13 H 2.921 1.079 1.233
14 H 1.815 1.395 -1.027
15 H 2.266 -0.233 -1.464
16 H -0.015 -2.433 0.599
17 H 1.696 -2.214 0.250
18 H 0.498 -2.122 -1.064
19 H 0.684 0.812 1.690
20 H -0.431 0.192 -1.576
21 H -1.136 1.797 0.720
22 H -0.916 2.314 -0.831
23 H -1.963 -1.539 0.069
24 H -3.164 1.152 -0.770
25 H -4.117 -0.261 -0.330
26 H -3.066 -0.320 -1.755
27 H -1.455 -0.315 1.962

Calculated values
**ΔE to the lowest compared entry with this formula, charge and spin**: 53.8 kcal per mole
**HOMO-LUMO gap**: 8.9 eV
**Max |F|**: 5.5 eV Å⁻¹
**SMILES string**: CC[C@@](C)(O)[C@H](N)[C@H](C)O
**Total charge**: 0
**Highest occupied orbital energy**: -8.0 eV
**Energy**: -13118.4084 eV
**2S+1**: 1

- Which value of 2S+1 does entry 3 give?
  1

- 2S+1 of number 2 (C33H50Ge2N7S2Si2W)?
  3

- Which formula does entry 6 have?
  H8LiO4